The molecule C23H22N2O5. Source: the Open Molecules 2025 dataset; level of theory: ωB97M-V/def2-TZVPD.

Bonds (Å) are listed after each position.
CARTESIAN COORDINATES (ANGSTROEM)
1 C -4.77045 0.27298 4.32536  C2 1.493, H31 1.086, H32 1.089, H33 1.089
2 C -3.59967 1.19703 4.25069  C1 1.493, C3 1.352, C30 1.442
3 C -3.45258 2.22478 5.11708  C2 1.352, C4 1.447, H34 1.079
4 C -2.33155 3.13879 5.07256  C3 1.447, O5 1.206, O6 1.373
5 O -2.16002 4.07421 5.81485  C4 1.206
6 O -1.39212 2.91222 4.09754  C4 1.373, C7 1.350
7 C -1.50861 1.89482 3.21769  O6 1.350, C8 1.394, C30 1.403
8 C -0.49085 1.77321 2.27343  C7 1.394, C9 1.384, H35 1.078
9 C -0.54762 0.75897 1.33359  C8 1.384, O10 1.360, C28 1.403
10 O 0.37544 0.57182 0.35283  C9 1.360, C11 1.414
11 C 1.61086 1.25187 0.44947  O10 1.414, C12 1.532, H36 1.096, H37 1.100
12 C 2.59843 0.64048 -0.54889  C11 1.532, O13 1.215, N14 1.349
13 O 3.60958 0.09555 -0.15392  C12 1.215
14 N 2.32046 0.77863 -1.86175  C12 1.349, C15 1.442, C19 1.447
15 C 1.14454 1.36629 -2.45560  N14 1.442, C16 1.539, H38 1.087, H39 1.099
16 C 0.38589 0.35574 -3.33342  C15 1.539, C17 1.525, C27 1.522, H40 1.094
17 C 1.31768 -0.25450 -4.37497  C16 1.525, C18 1.524, H41 1.092, H42 1.092
18 C 2.46210 -0.90983 -3.61158  C17 1.524, C19 1.539, C20 1.507, H43 1.093
19 C 3.21458 0.18091 -2.82921  N14 1.447, C18 1.539, H44 1.091, H45 1.096
20 C 1.96319 -1.92473 -2.61561  C18 1.507, C21 1.367, N26 1.352
21 C 2.78799 -2.92854 -2.19199  C20 1.367, C22 1.405, H46 1.077
22 C 2.35375 -3.81018 -1.18737  C21 1.405, C23 1.357, H47 1.080
23 C 1.11335 -3.67224 -0.65504  C22 1.357, C24 1.431, H48 1.078
24 C 0.21696 -2.65115 -1.10324  C23 1.431, O25 1.224, N26 1.404
25 O -0.93147 -2.49008 -0.71036  C24 1.224
26 N 0.72774 -1.78557 -2.08369  C20 1.352, C24 1.404, C27 1.454
27 C -0.22254 -0.77188 -2.51266  C16 1.522, N26 1.454, H49 1.094, H50 1.097
28 C -1.62344 -0.14228 1.34178  C9 1.403, C29 1.370, H51 1.079
29 C -2.61795 -0.01718 2.27615  C28 1.370, C30 1.403, H52 1.078
30 C -2.59228 1.00391 3.23765  C2 1.442, C7 1.403, C29 1.403
31 H -5.42828 0.55784 5.14169  C1 1.086
32 H -4.43316 -0.74984 4.48579  C1 1.089
33 H -5.33343 0.30050 3.39368  C1 1.089
34 H -4.17288 2.41995 5.89596  C3 1.079
35 H 0.31420 2.48838 2.31225  C8 1.078
36 H 2.04786 1.11669 1.44530  C11 1.096
37 H 1.49296 2.32783 0.25345  C11 1.100
38 H 0.47425 1.73908 -1.68482  C15 1.087
39 H 1.46095 2.20946 -3.08510  C15 1.099
40 H -0.43235 0.89485 -3.82044  C16 1.094
41 H 0.78084 -0.99305 -4.97324  C17 1.092
42 H 1.70675 0.51148 -5.04843  C17 1.092
43 H 3.16080 -1.39628 -4.29705  C18 1.093
44 H 4.05890 -0.24148 -2.28216  C19 1.091
45 H 3.57488 0.95357 -3.51758  C19 1.096
46 H 3.77249 -3.02692 -2.61778  C21 1.077
47 H 3.01720 -4.59023 -0.84520  C22 1.080
48 H 0.74292 -4.32591 0.11821  C23 1.078
49 H -0.69612 -0.38339 -1.60650  C27 1.094
50 H -1.00491 -1.27692 -3.09304  C27 1.097
51 H -1.63383 -0.94563 0.62079  C28 1.079
52 H -3.43139 -0.72404 2.27284  C29 1.078

Computed properties:
Net charge ... 0
HOMO ... -8.236 eV
SMILES ... Cc1cc(=O)oc2cc(OCC(=O)N3C[C@H]4C[C@@H](C3)c3cccc(=O)n3C4)ccc12
ΔE to the lowest compared entry with this formula, charge and spin ... 0.0 kJ/mol